15
Properties=species:S:1:pos:R:3:forces:R:3:lowdin_charge:R:1 method="wB97M-V/def2-TZVPD" gap_ev="6.04 / 9.04" energy_ev=-8022.1662 de_lowest_kcal_mol=23.95 spin_multiplicity=3
B -2.29341 -1.28844 0.10043 -1.8518 2.6923 -0.3239 -0.14
C 2.00696 0.74632 -0.06148 1.1496 1.9800 -1.4445 -0.14
C 0.98599 -0.34209 -0.33469 0.7786 -2.3929 3.3764 -0.24
C -0.09409 -0.31408 0.76408 -2.0552 2.4201 -0.7090 -0.20
O -1.92898 1.09981 -0.89268 3.3802 -0.4989 -1.6974 0.03
O -1.18281 -1.20301 0.69154 2.9321 -3.3421 0.4214 -0.01
H -3.10146 -1.94225 -0.31813 -0.7790 -1.9927 -0.4237 -0.02
H 1.43949 1.72171 -0.31715 1.1399 -1.1210 1.0158 0.09
H 2.58034 0.79792 0.96593 -1.4694 -0.2792 -2.0394 0.11
H 2.78636 0.70620 -0.93030 -1.0571 -0.0165 1.7629 0.09
H 1.50011 -1.37530 -0.30052 -0.9478 1.4163 -0.2903 0.14
H 0.48195 -0.17938 -1.21821 -0.6698 0.2102 -2.2948 0.07
H 0.34281 -0.43785 1.71127 0.5207 -0.1309 1.3220 0.11
H -0.77699 0.60820 0.75014 2.1203 0.0862 0.0953 0.12
H -2.74626 1.40223 -0.61022 -3.1913 0.9692 1.2293 -0.03

***

20
Properties=species:S:1:pos:R:3:forces:R:3:lowdin_charge:R:1 method="wB97M-V/def2-TZVPD" gap_ev=7.62 energy_ev=-52078.0804 total_charge=-1
C 3.76454 0.61343 0.29153 -0.1247 -0.1984 0.1361 -0.10
S 2.75082 1.86009 1.01937 0.2673 0.0242 0.1861 0.60
O 2.29525 1.38670 2.28113 -0.1724 -0.0850 -0.0218 -0.24
O 3.36680 3.13526 0.90022 -0.0123 0.0949 -0.1293 -0.26
O 1.52087 1.90107 -0.02938 -0.3463 0.1949 -0.0392 -0.10
C 0.62387 0.83998 -0.07609 -0.2000 0.0279 -0.3184 -0.54
O 0.61104 0.06600 -0.95878 0.1866 -0.1748 0.2171 0.24
O -0.26223 0.93191 0.96812 0.6143 0.0673 0.3416 0.10
F -0.23749 -0.34934 1.55327 -0.3727 -0.0274 -0.2360 0.04
H 4.32446 0.19471 1.12398 0.1779 0.0236 -0.0779 0.08
H 4.40480 1.04170 -0.47085 -0.0130 0.0788 -0.0146 0.08
H 3.12319 -0.15999 -0.12566 -0.0102 -0.0226 -0.0328 0.07
C -3.57910 -0.63558 -0.84568 0.0050 -0.0615 0.0051 -0.66
F -4.14966 -0.35706 -2.03089 -0.0084 0.0106 -0.0441 0.10
F -2.59210 0.26405 -0.66563 0.0359 0.0634 -0.0086 0.09
F -4.50315 -0.39220 0.10012 -0.0287 0.0030 0.0364 0.10
S -2.94446 -2.37045 -0.76880 -0.0100 0.0446 -0.0062 0.42
O -1.98691 -2.39502 -1.85237 0.0206 -0.0142 -0.0246 -0.34
O -4.14770 -3.14554 -0.97712 -0.0248 -0.0320 0.0019 -0.34
O -2.38285 -2.42974 0.56349 0.0161 -0.0173 0.0291 -0.34

***

119
Properties=species:S:1:pos:R:3:forces:R:3:lowdin_charge:R:1 method="wB97M-V/def2-TZVPD" gap_ev=7.56 energy_ev=-80818.1767 total_charge=+1
C -1.96912 -5.76055 0.61313 0.4915 -0.0184 0.3724 -0.09
C -1.09366 -4.77494 1.40427 -0.2178 -0.2109 -0.4850 -0.23
C -1.65600 -3.34983 1.41625 0.1773 -0.3916 0.5387 -0.17
N -1.66741 -2.73926 2.77407 0.4099 -0.0551 -1.2222 0.05
N -0.43572 -2.08531 3.02557 -1.7598 -1.0126 -0.1672 -0.04
C 0.59458 -2.86796 3.70533 -0.4062 1.0194 -0.2922 -0.02
C 1.43921 -1.74137 4.31856 0.5504 -0.3538 -0.4926 -0.25
C 2.77896 -1.43153 3.62881 0.0754 -0.9353 0.9208 -0.09
C 3.57102 -2.67493 3.17621 0.2969 0.8616 -0.5157 -0.42
C 3.32089 -2.96320 1.68881 0.3740 -0.3163 0.2407 -0.03
O 3.36402 -3.82167 3.98488 -0.6025 -0.1051 0.2190 -0.03
N 0.60913 -0.54778 4.17058 -0.2574 1.3901 0.4785 0.12
C -0.37968 -0.79463 3.24439 1.4358 -1.2670 0.7345 -0.35
N -1.09580 0.12655 2.65287 -0.7703 0.7985 0.1237 0.25
H -2.60709 -6.31639 1.29122 -0.3765 0.0391 -0.0253 0.08
H -1.33092 -6.48280 0.12559 0.0201 -0.1958 -0.1823 0.05
H -2.55828 -5.27218 -0.15319 -0.1555 0.0582 -0.1491 0.07
H -0.97070 -5.17627 2.40244 0.0518 0.1908 0.3556 0.10
H -0.11211 -4.75851 0.94072 0.2554 0.0545 0.0391 0.10
H -2.67035 -3.36391 1.03252 -0.1935 0.1716 0.0536 0.12
H -1.02146 -2.74222 0.78089 -0.1910 0.3197 -0.3638 0.11
H -2.44229 -2.09227 2.87965 0.0994 0.0648 0.1302 0.11
H 1.14580 -3.41673 2.95902 0.0090 -0.4862 0.0960 0.11
H 0.07962 -3.47665 4.43303 0.1610 -0.4872 0.1651 0.14
H 1.60889 -2.00774 5.35448 -0.0582 0.4263 0.3063 0.15
H 3.38954 -0.90825 4.35924 0.0253 0.3264 0.1100 0.11
H 2.60330 -0.74742 2.81333 0.0544 0.1088 -0.3588 0.12
H 4.61983 -2.40140 3.26239 0.2071 0.0636 0.0650 0.12
H 2.65871 -2.22676 1.25589 -0.4120 -0.0031 -0.1544 0.07
H 2.96545 -3.97196 1.50365 -0.2021 -0.1181 0.0763 0.08
H 4.25425 -2.86390 1.14892 0.1933 -0.0727 -0.1646 0.08
H 3.23069 -3.55357 4.90565 0.3221 -0.1294 -0.2539 0.10
H 0.17787 -0.22312 5.03149 0.2283 0.3970 -0.0972 0.16
H -0.73451 1.06602 2.58359 -0.1835 0.0160 0.3271 0.14
H -1.97348 -0.08054 2.19982 0.1758 -0.0104 -0.1895 0.13
F 0.11462 4.62117 -1.60680 -0.0988 -0.0176 0.1739 0.05
C -0.31644 3.34846 -1.65508 -0.0887 -0.2071 -0.0431 -0.29
C -0.12866 2.53649 -0.55485 0.0847 0.0310 0.2586 -0.02
C -0.57788 1.22411 -0.60852 -0.0610 0.0678 -0.1805 -0.10
C -1.19425 0.74114 -1.75439 -0.0381 -0.1253 0.0539 -0.09
C -1.36755 1.57415 -2.85061 0.0100 -0.0168 0.0678 -0.06
C -0.93150 2.88968 -2.80277 -0.0262 0.1107 -0.1747 0.00
H 0.36301 2.93276 0.32501 0.0173 0.0495 -0.0450 0.11
H -0.44514 0.57326 0.24587 0.0984 -0.0259 -0.0621 0.07
H -1.54002 -0.28377 -1.79480 -0.0066 0.0084 -0.0300 0.10
H -1.84473 1.19721 -3.74535 -0.0227 0.0315 -0.0058 0.10
H -1.06419 3.55670 -3.64428 0.0360 0.0097 0.0109 0.13
F 7.85469 2.36406 6.23857 -0.0019 0.0127 -0.0002 0.07
C 7.32978 1.14159 6.06182 -0.0635 -0.1967 -0.0275 -0.28
C 7.97035 0.24962 5.22345 0.1640 0.0441 -0.1021 -0.01
C 7.42782 -1.01392 5.04648 -0.1060 0.0451 0.0485 -0.08
C 6.25345 -1.36431 5.69905 -0.1185 -0.1062 -0.0389 -0.11
C 5.62244 -0.45237 6.53478 0.0835 -0.0256 -0.1226 -0.10
C 6.16414 0.81035 6.72412 -0.1384 0.1401 0.1173 -0.01
H 8.88071 0.54611 4.72002 0.0026 0.0220 0.0332 0.12
H 7.92220 -1.72562 4.39908 0.0204 0.0116 -0.0014 0.11
H 5.83174 -2.35230 5.55706 0.0439 -0.0198 0.0270 0.09
H 4.70582 -0.72418 7.04332 0.0266 0.0084 0.0604 0.10
H 5.69416 1.53315 7.37765 0.0344 0.0204 -0.0115 0.12
F 3.23118 6.88342 -6.96767 -0.0088 0.0410 -0.0083 0.06
C 3.05348 5.92402 -6.03915 -0.0367 -0.1836 0.1796 -0.28
C 2.23057 6.17621 -4.95961 -0.1194 0.2162 -0.0156 -0.01
C 2.04507 5.18386 -4.00816 0.1911 -0.0698 -0.2041 -0.08
C 2.69069 3.96174 -4.14406 -0.0300 -0.0492 0.0538 -0.10
C 3.51799 3.72933 -5.23457 -0.0862 0.0623 0.0677 -0.08
C 3.69973 4.71410 -6.19427 0.1357 -0.0477 -0.1672 -0.02
H 1.74263 7.13848 -4.86868 0.0276 0.0086 -0.0229 0.11
H 1.40125 5.36494 -3.16469 0.0006 0.0781 0.0278 0.08
H 2.54802 3.18958 -3.39819 0.0033 0.0014 -0.0054 0.10
H 4.02423 2.77898 -5.33926 0.0038 0.0022 -0.0273 0.10
H 4.33384 4.55031 -7.05541 0.0003 0.0355 0.0036 0.12
F -1.49437 -7.54622 -1.95158 0.0286 -0.0042 -0.0667 0.04
C -1.92354 -8.82832 -1.97898 -0.0921 -0.2728 -0.0159 -0.29
C -1.68818 -9.63721 -0.88612 0.1017 0.1073 0.1818 -0.02
C -2.13400 -10.95043 -0.91611 -0.0486 0.0104 -0.1144 -0.08
C -2.79668 -11.43577 -2.03462 -0.0224 -0.0713 0.0074 -0.09
C -3.01900 -10.60574 -3.12458 0.0386 -0.0211 0.1169 -0.08
C -2.58434 -9.28888 -3.09856 -0.0394 0.1458 -0.1835 -0.02
H -1.16253 -9.24197 -0.02656 -0.0015 0.0103 -0.0154 0.11
H -1.96282 -11.59556 -0.06505 0.0222 0.0099 0.0071 0.11
H -3.13950 -12.46141 -2.05637 0.0018 0.0042 -0.0049 0.10
H -3.53178 -10.98396 -3.99840 -0.0087 0.0202 -0.0073 0.11
H -2.75426 -8.62371 -3.93480 0.0288 0.0088 0.0128 0.12
F -4.81145 -0.55415 3.55470 0.1292 -0.0203 -0.0847 0.04
C -4.70587 -1.06140 4.80600 0.0142 -0.1736 0.4019 -0.30
C -5.52632 -2.10257 5.18785 -0.1804 -0.1001 -0.2261 -0.01
C -5.40275 -2.61996 6.46947 0.1052 0.1106 0.0262 -0.07
C -4.47514 -2.08664 7.35483 -0.0081 -0.0607 0.0646 -0.08
C -3.66190 -1.03643 6.95624 -0.0762 -0.1622 -0.0449 -0.08
C -3.77352 -0.52577 5.67095 0.3179 0.2759 -0.1579 -0.04
H -6.25293 -2.49798 4.49025 0.0078 0.0152 -0.0052 0.12
H -6.03623 -3.43970 6.77881 -0.0240 0.0066 -0.0180 0.11
H -4.38881 -2.48967 8.35467 -0.0098 0.0079 -0.0005 0.11
H -2.94155 -0.61417 7.64411 -0.0095 0.0250 -0.0048 0.11
H -3.13987 0.29092 5.34441 -0.1019 0.0626 -0.0227 0.11
F 0.03752 13.15407 -3.87309 -0.0186 0.0151 0.0149 0.06
C 0.83120 12.23898 -4.46116 0.1297 -0.1521 -0.1063 -0.29
C 0.25161 11.18157 -5.13303 -0.2364 -0.0512 -0.0229 -0.02
C 1.07079 10.24183 -5.74209 0.1390 0.0827 0.0899 -0.09
C 2.45156 10.36716 -5.66231 0.0629 -0.1230 -0.0635 -0.10
C 3.01425 11.43603 -4.97875 -0.1144 -0.0549 -0.0275 -0.08
C 2.20108 12.38426 -4.37597 0.1021 0.1561 0.1104 -0.02
H -0.82651 11.10035 -5.17631 0.0048 0.0410 0.0037 0.12
H 0.63180 9.41112 -6.27916 -0.0194 0.0102 -0.0072 0.10
H 3.08874 9.63066 -6.13480 -0.0105 0.0010 -0.0069 0.09
H 4.08968 11.53217 -4.91391 0.0010 0.0246 -0.0052 0.11
H 2.61954 13.22897 -3.84506 -0.0339 0.0002 0.0099 0.12
F -4.33231 -0.55203 -3.95964 0.0392 -0.0167 0.0412 0.04
C -4.71435 0.43275 -4.80321 -0.0850 0.2260 -0.1913 -0.30
C -4.29912 0.38849 -6.11868 0.1642 -0.2011 -0.0543 -0.02
C -4.69415 1.40030 -6.98168 -0.0523 0.0713 0.0966 -0.08
C -5.48650 2.44157 -6.51907 -0.0137 0.0548 -0.0557 -0.09
C -5.88937 2.46980 -5.19142 0.0609 -0.0477 -0.0854 -0.08
C -5.50596 1.45685 -4.32465 -0.0439 -0.0039 0.2501 -0.02
H -3.67585 -0.42846 -6.45836 -0.0265 -0.0162 0.0178 0.12
H -4.38248 1.37494 -8.01697 0.0186 -0.0173 0.0028 0.11
H -5.78996 3.23044 -7.19403 -0.0036 -0.0035 0.0050 0.10
H -6.50405 3.28235 -4.82845 -0.0153 -0.0149 0.0156 0.11
H -5.81628 1.45698 -3.28795 0.0170 -0.0194 -0.0038 0.12